Molecular formula: C6H8
Method: DFT, ωB97M-V with the def2-TZVPD basis set

```
14
Properties=species:S:1:pos:R:3:forces:R:3:lowdin_spin:R:1
C 1.2466 0.1956 -1.5962 0.2011 3.2286 1.1425 0.13
C 1.9024 1.3046 -1.2317 2.6014 0.1443 -3.5874 0.84
C 0.6898 -0.4395 0.9504 -0.7860 -1.4755 -0.8645 0.10
C -0.6149 0.2779 0.6018 -0.2723 -0.2023 0.1426 0.07
C 0.6035 0.2528 -0.3092 -4.9584 -3.0157 3.1740 0.63
C -1.9139 -0.5788 0.3544 1.7204 3.2668 3.2728 0.02
H 0.9750 -0.3941 -2.5026 0.4810 0.7301 0.7321 0.04
H 2.6057 2.1055 -1.1454 0.4894 -0.0242 -0.6028 0.08
H 1.3459 -0.2134 1.7542 0.4955 0.4670 0.8172 0.02
H 0.5774 -1.5383 0.7649 0.3497 0.5170 0.5617 0.03
H -0.8343 1.2131 1.2470 0.5766 -1.1193 -1.4399 0.02
H -1.6363 -1.5378 0.2159 0.6879 -3.1857 -1.2754 0.00
H -2.4276 -0.0636 -0.3668 -1.5369 0.5105 -2.1540 0.00
H -2.5194 -0.5840 1.2631 -0.0494 0.1583 0.0812 0.00
```
Forces are in eV/Å.

## Properties
- Frontier orbital gap (spin up / spin down): 0.2341 / 0.2909 hartree
- Energy above the lowest of the compared OMol25 structures with the same formula, charge and spin: 415.4 kJ/mol
- M: 80.1 g mol⁻¹
- HOMO level (spin up / spin down): -5.1 / -8.9 eV
- <S²>: 2.03
- 2S+1: 3